Model i:
Computed, not measured: a 14-piece molecular cluster, C14H56N28O14 overall, with the ωB97M-V functional and the def2-TZVPD basis.

Properties
Gap between HOMO and LUMO ... 7.46 eV
Lowest unoccupied orbital energy ... -0.02511 hartree

Each atom is followed by the atoms it is bonded to, with distances in Å.
Positions of all 112 atoms, in Å:
1 C 5.0882 -1.8219 0.7693  O2 1.238, N3 1.340, N4 1.353
2 O 5.1469 -1.0774 -0.2176  C1 1.238
3 N 5.7734 -2.9724 0.7353  C1 1.340, H5 1.004, H6 1.007
4 N 4.4868 -1.5603 1.9530  C1 1.353, H7 1.006, H8 1.004
5 H 6.2787 -3.2396 -0.0897  N3 1.004
6 H 5.5114 -3.6787 1.4032  N3 1.007
7 H 4.1750 -0.6284 2.1673  N4 1.006
8 H 4.0979 -2.3312 2.4651  N4 1.004
9 C -0.7696 1.0871 3.7809  O10 1.250, N11 1.349, N12 1.336
10 O -1.1194 0.1241 3.0648  C9 1.250
11 N -0.7812 1.0798 5.1301  C9 1.349, H13 1.003, H14 1.005
12 N -0.2949 2.1662 3.1520  C9 1.336, H15 1.010, H16 1.019
13 H -0.8099 1.9264 5.6679  N11 1.003
14 H -1.0172 0.1865 5.5253  N11 1.005
15 H 0.1889 2.8232 3.7466  N12 1.010
16 H 0.0396 1.9912 2.2056  N12 1.019
17 C -3.7850 2.6858 1.1589  O18 1.238, N19 1.356, N20 1.342
18 O -3.4686 1.8208 0.3319  C17 1.238
19 N -5.0412 3.1839 1.2695  C17 1.356, H21 1.009, H22 1.004
20 N -2.9415 3.1468 2.0952  C17 1.342, H23 1.003, H24 1.010
21 H -5.7817 2.6909 0.7936  N19 1.009
22 H -5.3766 3.8222 1.9679  N19 1.004
23 H -3.1627 3.2407 3.0690  N20 1.003
24 H -1.9574 3.0598 1.8854  N20 1.010
25 C -0.9433 3.4984 -3.5835  O26 1.240, N27 1.357, N28 1.350
26 O -0.9962 3.7472 -4.7973  C25 1.240
27 N -1.7559 4.1144 -2.6881  C25 1.357, H29 1.006, H30 1.002
28 N 0.1565 2.9903 -2.9869  C25 1.350, H31 1.002, H32 1.019
29 H -2.6258 4.4924 -3.0236  N27 1.006
30 H -1.6107 4.0142 -1.7013  N27 1.002
31 H 0.1517 2.8003 -2.0026  N28 1.002
32 H 1.0404 2.8363 -3.4705  N28 1.019
33 C 3.7521 1.4320 2.9173  O34 1.250, N35 1.344, N36 1.350
34 O 2.6563 0.9951 2.5048  C33 1.250
35 N 4.3996 1.0662 4.0366  C33 1.344, H37 1.012, H38 1.003
36 N 4.3932 2.3794 2.2000  C33 1.350, H39 1.005, H40 1.006
37 H 3.7545 0.4847 4.5555  N35 1.012
38 H 5.0873 1.7101 4.3800  N35 1.003
39 H 5.3731 2.5658 2.3186  N36 1.005
40 H 3.9246 2.7276 1.3812  N36 1.006
41 C 1.6321 5.3706 1.6980  O42 1.228, N43 1.355, N44 1.378
42 O 2.1083 6.4948 1.5662  C41 1.228
43 N 0.3736 5.1835 2.1642  C41 1.355, H45 1.005, H46 1.003
44 N 2.0760 4.3093 0.9389  C41 1.378, H47 1.003, H48 1.022
45 H -0.0243 6.0322 2.5259  N43 1.005
46 H 0.0089 4.2709 1.9656  N43 1.003
47 H 2.8094 4.4022 0.2616  N44 1.003
48 H 1.6083 3.4047 1.0226  N44 1.022
49 C 0.1944 1.0893 -0.0011  O50 1.254, N51 1.342, N52 1.344
50 O 0.3473 2.2658 0.4048  C49 1.254
51 N 1.2310 0.2376 -0.0151  C49 1.342, H53 1.008, H54 1.014
52 N -0.9725 0.5333 -0.3689  C49 1.344, H55 1.027, H56 1.010
53 H 1.0780 -0.7213 -0.2855  N51 1.008
54 H 2.0887 0.3666 0.5098  N51 1.014
55 H -1.7215 1.2236 -0.2402  N52 1.027
56 H -1.2964 -0.3795 -0.0826  N52 1.010
57 C -2.5417 -2.6223 -2.2584  O58 1.233, N59 1.362, N60 1.346
58 O -2.1173 -1.4964 -1.9873  C57 1.233
59 N -3.8598 -2.9601 -2.2069  C57 1.362, H61 1.006, H62 1.002
60 N -1.7913 -3.6230 -2.7550  C57 1.346, H63 1.005, H64 1.001
61 H -4.6372 -2.3865 -1.9280  N59 1.006
62 H -4.0021 -3.9520 -2.1791  N59 1.002
63 H -0.7945 -3.5928 -2.8806  N60 1.005
64 H -2.2148 -4.5043 -2.9694  N60 1.001
65 C -3.3581 -2.8581 2.9480  O66 1.243, N67 1.333, N68 1.365
66 O -3.9380 -3.7476 2.3015  C65 1.243
67 N -3.0917 -1.6841 2.3746  C65 1.333, H69 1.017, H70 1.004
68 N -2.5612 -3.2140 3.9980  C65 1.365, H71 1.003, H72 1.006
69 H -2.5122 -1.0359 2.9028  N67 1.017
70 H -3.3718 -1.5214 1.4243  N67 1.004
71 H -2.5726 -4.1637 4.3197  N68 1.003
72 H -2.1008 -2.5080 4.5470  N68 1.006
73 C 3.2807 -4.2044 -1.9653  O74 1.227, N75 1.356, N76 1.373
74 O 3.8965 -5.0710 -2.5776  C73 1.227
75 N 2.1464 -4.4804 -1.2759  C73 1.356, H77 1.017, H78 1.016
76 N 3.6038 -2.8697 -1.9571  C73 1.373, H79 1.006, H80 1.004
77 H 2.2523 -5.4876 -1.1852  N75 1.017
78 H 1.6414 -3.8782 -0.6317  N75 1.016
79 H 4.5890 -2.6653 -1.9346  N76 1.006
80 H 3.0214 -2.2266 -1.4509  N76 1.004
81 C 3.3662 1.1402 -3.9038  O82 1.232, N83 1.352, N84 1.366
82 O 2.5334 2.0474 -3.9253  C81 1.232
83 N 3.3512 0.1189 -3.0180  C81 1.352, H85 1.007, H86 1.003
84 N 4.3726 1.0193 -4.8198  C81 1.366, H87 1.000, H88 1.005
85 H 2.6603 0.1876 -2.2890  N83 1.007
86 H 4.2201 -0.3779 -2.9592  N83 1.003
87 H 5.1016 0.3371 -4.7587  N84 1.000
88 H 4.3882 1.7607 -5.4985  N84 1.005
89 C -1.6939 -0.3505 -5.4421  O90 1.220, N91 1.363, N92 1.377
90 O -1.2646 0.1450 -6.4706  C89 1.220
91 N -2.8852 -1.0095 -5.3744  C89 1.363, H93 1.004, H94 1.004
92 N -1.0208 -0.4157 -4.2421  C89 1.377, H95 1.021, H96 1.001
93 H -3.2038 -1.3654 -4.4916  N91 1.004
94 H -3.2788 -1.4233 -6.1998  N91 1.004
95 H -1.3962 -0.6814 -3.3305  N92 1.021
96 H -0.0363 -0.2453 -4.3011  N92 1.001
97 C -5.8833 -0.7013 -0.7405  O98 1.229, N99 1.361, N100 1.359
98 O -6.2930 -1.7848 -1.1511  C97 1.229
99 N -6.3069 -0.0178 0.3580  C97 1.361, H101 1.011, H102 1.004
100 N -4.8199 -0.0775 -1.3124  C97 1.359, H103 1.010, H104 1.004
101 H -7.0621 -0.5192 0.8058  N99 1.011
102 H -5.5952 0.4436 0.8951  N99 1.004
103 H -4.4649 0.7661 -0.8843  N100 1.010
104 H -4.4655 -0.4311 -2.1832  N100 1.004
105 C 1.1705 -3.0086 1.5891  O106 1.234, N107 1.358, N108 1.349
106 O 1.6860 -2.5352 0.5725  C105 1.234
107 N 0.1915 -2.4003 2.3079  C105 1.358, H109 1.012, H110 1.000
108 N 1.5315 -4.2029 2.1020  C105 1.349, H111 1.002, H112 1.006
109 H 0.0935 -1.4298 2.0403  N107 1.012
110 H -0.2500 -2.8305 3.0952  N107 1.000
111 H 1.2167 -4.3585 3.0407  N108 1.002
112 H 2.2917 -4.7094 1.6815  N108 1.006

Here are the Löwdin charges for atoms 1 to 6, given in e: C -0.688; O -0.010; N 0.164; N 0.182; H 0.113; H 0.098

=====

Model ii:
Computed, not measured: a 14-piece molecular cluster, C14H56N28O14 overall, with the ωB97M-V functional and the def2-TZVPD basis.

Properties
Gap between HOMO and LUMO ... 8.21 eV
Lowest unoccupied orbital energy ... -0.02041 hartree

Each atom is followed by the atoms it is bonded to, with distances in Å.
Positions of all 112 atoms, in Å:
1 C 0.1038 -16.3865 -12.6203  O2 1.221, N3 1.415, N4 1.412
2 O -0.9694 -16.7467 -12.1616  C1 1.221
3 N 0.4124 -16.4020 -14.0014  C1 1.415, H5 1.001, H6 1.012
4 N 1.1582 -15.9333 -11.7984  C1 1.412, H7 0.999, H8 1.006
5 H 1.3188 -16.0389 -14.2210  N3 1.001
6 H -0.3273 -16.2291 -14.6695  N3 1.012
7 H 1.8383 -15.4425 -12.3407  N4 0.999
8 H 0.8702 -15.5920 -10.8972  N4 1.006
9 C 1.3209 -25.2513 -14.6350  O10 1.232, N11 1.369, N12 1.394
10 O 0.5866 -24.5576 -13.9297  C9 1.232
11 N 1.6157 -25.0042 -15.9484  C9 1.369, H13 0.999, H14 1.026
12 N 1.8609 -26.4336 -14.1319  C9 1.394, H15 1.002, H16 1.001
13 H 2.0183 -25.7159 -16.5216  N11 0.999
14 H 1.3681 -24.0850 -16.3300  N11 1.026
15 H 1.3730 -26.9328 -13.4129  N12 1.002
16 H 2.5728 -26.8962 -14.6628  N12 1.001
17 C 1.5940 -22.7182 -18.8068  O18 1.209, N19 1.384, N20 1.389
18 O 1.9939 -23.4198 -19.7059  C17 1.209
19 N 2.0493 -21.4486 -18.4974  C17 1.384, H21 0.999, H22 1.002
20 N 0.5682 -23.1000 -17.9521  C17 1.389, H23 1.023, H24 1.008
21 H 1.4916 -20.8604 -17.9127  N19 0.999
22 H 2.8054 -21.0436 -19.0148  N19 1.002
23 H -0.0388 -22.4576 -17.4363  N20 1.023
24 H 0.1460 -24.0015 -18.1091  N20 1.008
25 C 3.2810 -18.9483 -13.4859  O26 1.246, N27 1.391, N28 1.366
26 O 2.0406 -18.8370 -13.4555  C25 1.246
27 N 4.0779 -17.8103 -13.4084  C25 1.391, H29 0.997, H30 0.999
28 N 3.9936 -20.1090 -13.3808  C25 1.366, H31 0.998, H32 1.005
29 H 3.6562 -16.9194 -13.2584  N27 0.997
30 H 5.0719 -17.9022 -13.3606  N27 0.999
31 H 4.9718 -20.0807 -13.1833  N28 0.998
32 H 3.4919 -20.9797 -13.3828  N28 1.005
33 C -2.7808 -22.6513 -14.4254  O34 1.228, N35 1.377, N36 1.394
34 O -2.6161 -22.6831 -13.2086  C33 1.228
35 N -2.4177 -23.6811 -15.2647  C33 1.377, H37 1.014, H38 0.998
36 N -3.6061 -21.6925 -15.0099  C33 1.394, H39 1.002, H40 1.009
37 H -2.8978 -23.7107 -16.1575  N35 1.014
38 H -2.0479 -24.5559 -14.9572  N35 0.998
39 H -3.9617 -21.0422 -14.3360  N36 1.002
40 H -3.4802 -21.6550 -16.0103  N36 1.009
41 C -0.4671 -14.5118 -17.5084  O42 1.228, N43 1.382, N44 1.365
42 O -0.5475 -15.0340 -18.6166  C41 1.228
43 N -1.0765 -15.0921 -16.4126  C41 1.382, H45 1.015, H46 1.004
44 N 0.2554 -13.3829 -17.2514  C41 1.365, H47 1.001, H48 1.002
45 H -1.5165 -15.9992 -16.5326  N43 1.015
46 H -1.2372 -14.5102 -15.6104  N43 1.004
47 H 0.7954 -12.9390 -17.9684  N44 1.001
48 H 0.1975 -12.9583 -16.3459  N44 1.002
49 C -1.1953 -19.5699 -10.8825  O50 1.228, N51 1.371, N52 1.394
50 O -2.1807 -19.7146 -10.1641  C49 1.228
51 N -1.1900 -19.7035 -12.2470  C49 1.371, H53 1.003, H54 1.004
52 N 0.0650 -19.2378 -10.3868  C49 1.394, H55 1.006, H56 1.000
53 H -1.8600 -20.1858 -12.8171  N51 1.003
54 H -0.3555 -19.4495 -12.7447  N51 1.004
55 H 0.0028 -19.0042 -9.4101  N52 1.006
56 H 0.9021 -19.0455 -10.8986  N52 1.000
57 C 3.1551 -17.1593 -17.3993  O58 1.222, N59 1.376, N60 1.393
58 O 4.0874 -16.5244 -17.8695  C57 1.222
59 N 1.8584 -16.6994 -17.4019  C57 1.376, H61 1.008, H62 0.999
60 N 3.3845 -18.3750 -16.7594  C57 1.393, H63 1.003, H64 1.003
61 H 1.8937 -15.7249 -17.6574  N59 1.008
62 H 0.9786 -17.1584 -17.2860  N59 0.999
63 H 2.5996 -18.8962 -16.4143  N60 1.003
64 H 4.3245 -18.4285 -16.4150  N60 1.003
65 C -0.3658 -20.4803 -15.5735  O66 1.232, N67 1.370, N68 1.358
66 O -0.9044 -21.1993 -16.4171  C65 1.232
67 N -0.6659 -19.1509 -15.4367  C65 1.370, H69 1.013, H70 1.018
68 N 0.7656 -20.8345 -14.9111  C65 1.358, H71 1.040, H72 1.008
69 H -1.4935 -18.8457 -15.9353  N67 1.013
70 H -0.1497 -18.3998 -14.9828  N67 1.018
71 H 1.3894 -20.1028 -14.5160  N68 1.040
72 H 1.1800 -21.7418 -15.0587  N68 1.008
73 C -4.2382 -16.0052 -13.4734  O74 1.227, N75 1.363, N76 1.360
74 O -5.0910 -15.3729 -14.0896  C73 1.227
75 N -3.9234 -15.9098 -12.1502  C73 1.363, H77 1.009, H78 1.003
76 N -3.4185 -16.9434 -14.0192  C73 1.360, H79 1.005, H80 1.001
77 H -3.0369 -16.2904 -11.8544  N75 1.009
78 H -4.3340 -15.2030 -11.5687  N75 1.003
79 H -2.8383 -17.4364 -13.3635  N76 1.005
80 H -3.4132 -17.1227 -15.0036  N76 1.001
81 C 1.5070 -23.8174 -10.4568  O82 1.223, N83 1.382, N84 1.393
82 O 1.5117 -23.6005 -9.2528  C81 1.223
83 N 0.7957 -23.0573 -11.3655  C81 1.382, H85 1.005, H86 1.009
84 N 2.1651 -24.8950 -11.0446  C81 1.393, H87 1.001, H88 1.004
85 H 0.5466 -23.3239 -12.3021  N83 1.005
86 H 0.1777 -22.3801 -10.9448  N83 1.009
87 H 2.4939 -24.9088 -11.9897  N84 1.001
88 H 2.5549 -25.5698 -10.4121  N84 1.004
89 C -3.4999 -22.4589 -18.7697  O90 1.234, N91 1.401, N92 1.380
90 O -3.1555 -23.4436 -18.1111  C89 1.234
91 N -4.4921 -22.4604 -19.7587  C89 1.401, H93 1.004, H94 1.000
92 N -2.8576 -21.2494 -18.5961  C89 1.380, H95 0.996, H96 1.013
93 H -4.8836 -23.3625 -19.9608  N91 1.004
94 H -4.3498 -21.7600 -20.4580  N91 1.000
95 H -3.1728 -20.3896 -18.9867  N92 0.996
96 H -2.0259 -21.2874 -18.0190  N92 1.013
97 C -3.9634 -17.0990 -17.4549  O98 1.263, N99 1.373, N100 1.369
98 O -3.0273 -17.6254 -16.7906  C97 1.263
99 N -4.8928 -16.2510 -16.9054  C97 1.373, H101 1.000, H102 1.021
100 N -4.0898 -17.2758 -18.8064  C97 1.369, H103 1.003, H104 1.001
101 H -5.4919 -15.8209 -17.5804  N99 1.000
102 H -4.9645 -16.0985 -15.8988  N99 1.021
103 H -3.4231 -17.8038 -19.3381  N100 1.003
104 H -4.9693 -17.0152 -19.2078  N100 1.001
105 C 0.3815 -18.2751 -20.4986  O106 1.231, N107 1.391, N108 1.384
106 O 0.2900 -19.4772 -20.7470  C105 1.231
107 N -0.3360 -17.6642 -19.4751  C105 1.391, H109 1.019, H110 1.006
108 N 1.2535 -17.4400 -21.1749  C105 1.384, H111 1.000, H112 1.002
109 H -0.1926 -16.6776 -19.2662  N107 1.019
110 H -0.6555 -18.3202 -18.7821  N107 1.006
111 H 1.1877 -16.4423 -21.1702  N108 1.000
112 H 2.0177 -17.8997 -21.6322  N108 1.002

Here are the Löwdin charges for atoms 1 to 6, given in e: C -0.581; O 0.023; N 0.144; N 0.155; H 0.073; H 0.050

=====

model ii is favored, and the nearest alternative lies 163.6 kJ/mol above it.

=====

Model i:
Computed, not measured: an isolated ion of composition C6H16N and charge +1, with the ωB97M-V functional and the def2-TZVPD basis.

Properties
Total charge ... +1
Gap between HOMO and LUMO ... 11.61 eV
Lowest unoccupied orbital energy ... -0.12667 hartree
SMILES string ... CC(C)C[C@H](C)[NH3+]

Each atom is followed by the atoms it is bonded to, with distances in Å.
Positions of all 23 atoms, in Å:
1 C 1.5601 -1.6023 0.5965  C2 1.531, H8 1.101, H9 1.087, H10 1.094
2 C 0.1233 -1.4860 0.0799  C1 1.531, C3 1.551, C4 1.551, H11 1.112
3 C -0.0514 -1.5473 -1.4597  C2 1.551, H12 1.088, H13 1.082, H14 1.104
4 C -0.6816 -0.2816 0.6344  C2 1.551, C5 1.500, H15 1.115, H16 1.139
5 C -0.2355 1.1463 0.5270  C4 1.500, C6 1.508, N7 1.509, H17 1.103
6 C -1.3639 2.1394 0.6452  C5 1.508, H18 1.112, H19 1.089, H20 1.085
7 N 0.5532 1.4736 -0.7176  C5 1.509, H21 1.027, H22 1.022, H23 1.016
8 H 2.2884 -0.9250 0.1247  C1 1.101
9 H 2.0020 -2.5517 0.3047  C1 1.087
10 H 1.6201 -1.4180 1.6733  C1 1.094
11 H -0.3763 -2.4148 0.4323  C2 1.112
12 H 0.4082 -0.6996 -1.9640  C3 1.088
13 H 0.4277 -2.4402 -1.8394  C3 1.082
14 H -1.1025 -1.6144 -1.7899  C3 1.104
15 H -1.7469 -0.4470 0.3503  C4 1.115
16 H -0.9334 -0.5924 1.7008  C4 1.139
17 H 0.4079 1.3542 1.3990  C5 1.103
18 H -1.9906 1.8963 1.5309  C6 1.112
19 H -1.0340 3.1620 0.8214  C6 1.089
20 H -2.1800 2.1623 -0.0695  C6 1.085
21 H 1.0227 2.3787 -0.5990  N7 1.027
22 H 1.3132 0.7999 -0.8326  N7 1.022
23 H -0.0305 1.5075 -1.5487  N7 1.016

Here are the natural (NBO) charges for atoms 1 to 6, given in e: C -0.624; C -0.226; C -0.609; C -0.465; C -0.065; C -0.662

=====

Model ii:
Computed, not measured: a 2-piece molecular cluster, C6H16N overall, with the ωB97M-V functional and the def2-TZVPD basis.

Properties
Total charge ... +1
Gap between HOMO and LUMO ... 6.95 eV
Lowest unoccupied orbital energy ... -0.24926 hartree

Each atom is followed by the atoms it is bonded to, with distances in Å.
Positions of all 23 atoms, in Å:
1 C 2.9161 0.0231 0.5850  C2 1.558, H8 1.084, H9 1.083, H10 1.071
2 C 2.0463 0.4357 -0.6397  C1 1.558, C3 1.445, H11 1.084, H12 1.099
3 C 0.9780 -0.5168 -0.8363  C2 1.445, C4 1.444, H14 1.099
4 C -0.2781 -0.3057 -1.5173  C3 1.444, C5 1.562, H15 1.071, H16 1.107
5 C -0.9226 1.0985 -1.2850  C4 1.562, C6 1.525, H17 1.088, H18 1.085
6 C -1.5227 1.1369 0.1168  C5 1.525, N7 1.471, H19 1.070, H20 1.099
7 N -0.5063 1.1320 1.1808  C6 1.471, H13 1.020, H23 1.013
8 H 3.4889 -0.8512 0.2960  C1 1.084
9 H 2.2997 -0.2456 1.4345  C1 1.083
10 H 3.5784 0.8218 0.8508  C1 1.071
11 H 1.5519 1.3785 -0.4339  C2 1.084
12 H 2.7176 0.3700 -1.5075  C2 1.099
13 H 0.1673 0.4042 0.9442  N7 1.020
14 H 1.2131 -1.5833 -0.7153  C3 1.099
15 H -1.0760 -0.9832 -1.2898  C4 1.071
16 H -0.0629 -0.4361 -2.5952  C4 1.107
17 H -1.7374 1.1985 -1.9989  C5 1.088
18 H -0.1941 1.8835 -1.4558  C5 1.085
19 H -2.1379 2.0042 0.2357  C6 1.070
20 H -2.1257 0.2225 0.2021  C6 1.099
21 H -4.6790 -4.0969 3.5472  H22 0.741
22 H -4.7679 -3.9746 2.8223  H21 0.741
23 H -0.9468 0.8842 2.0593  N7 1.013

Here are the natural (NBO) charges for atoms 1 to 6, given in e: C -0.581; C -0.580; C 0.419; C -0.577; C -0.396; C -0.226

=====

model i is favored, and the nearest alternative lies 309.3 kJ/mol above it.